[1]
A structure of composition C20H11Cl2N2O8Ti. Source: the Open Molecules 2025 dataset; level of theory: ωB97M-V with the def2-TZVPD basis set.

The geometry in XYZ format:
```
44
Properties=species:S:1:pos:R:3:forces:R:3
Ti 0.5551 -0.4793 -1.4836 0.345 -0.305 0.000
O 3.9263 0.9731 -2.5417 0.279 -0.083 -0.148
C 2.7474 0.8322 -2.3967 -0.557 -0.139 -0.095
O 2.0319 -0.2732 -2.6057 1.425 0.844 -0.104
C 1.8622 1.9897 -1.9650 -0.207 -0.135 -0.208
C 2.2901 3.2941 -1.9776 0.080 0.254 0.041
C 1.3606 4.2850 -1.6963 -0.001 0.092 0.008
C 0.0485 3.9345 -1.4119 0.007 0.112 -0.012
C -0.2939 2.5953 -1.3901 0.064 -0.123 0.063
N 0.6015 1.6483 -1.6596 0.329 0.678 -0.122
H 3.3239 3.5037 -2.2133 -0.022 0.019 -0.024
H 1.6533 5.3278 -1.7120 -0.008 -0.039 0.010
H -0.7037 4.6855 -1.2106 0.045 -0.028 0.006
H -1.2939 2.2536 -1.1585 -0.040 -0.013 0.002
Cl -5.2236 -4.5506 -2.4019 0.107 0.113 0.011
C -3.9622 -3.3491 -2.3446 -0.218 -0.074 -0.026
C -4.2991 -2.0083 -2.5216 -0.094 0.008 -0.017
C -3.2985 -1.0605 -2.5065 -0.204 0.281 -0.198
Cl -3.7116 0.6131 -2.7449 0.093 -0.202 0.024
C -1.9625 -1.4075 -2.3228 0.581 0.396 0.050
O -0.9961 -0.4734 -2.3976 -1.773 -0.618 -0.400
C -1.6499 -2.7587 -2.0513 0.119 -0.123 0.014
C -0.3356 -3.1681 -1.6789 0.444 0.786 0.117
O 0.6189 -2.3151 -1.4223 -0.916 -1.601 -0.343
C -2.6694 -3.7261 -2.1109 0.072 -0.188 0.051
H -5.3278 -1.7130 -2.6756 0.040 -0.010 0.002
H -0.1078 -4.2202 -1.5762 0.088 -0.136 0.040
H -2.4269 -4.7689 -1.9459 -0.012 0.042 0.004
O -0.4745 -0.3665 0.2899 -0.003 0.133 0.705
C 0.6236 -0.2097 0.9102 0.025 0.104 0.037
O 1.6846 -0.0990 0.2201 -0.129 -0.061 0.525
C 0.6712 -0.1650 2.3903 -0.010 0.002 -0.140
C -0.4031 -0.6293 3.1395 -0.070 0.028 0.037
C -0.3349 -0.6157 4.5248 -0.038 0.012 -0.028
C 0.7953 -0.1213 5.1588 -0.076 -0.085 0.132
C 1.8360 0.3481 4.3846 0.418 -0.118 0.049
C 1.8080 0.3306 3.0085 0.126 -0.017 -0.058
N 3.0405 0.9022 5.0581 -0.753 0.897 -0.035
O 3.0705 0.8586 6.2686 0.173 -0.371 0.128
O 3.8380 1.4949 4.3648 0.269 -0.322 -0.110
H -1.2808 -0.9982 2.6234 0.037 -0.002 0.032
H -1.1613 -0.9874 5.1150 0.004 0.010 -0.010
H 0.8814 -0.0953 6.2353 -0.015 -0.001 -0.010
H 2.6484 0.6893 2.4314 -0.025 -0.018 0.003
```
Positions in Å, forces in eV/Å.

Relative energy (zero: lowest compared OMol25 entry of this formula, charge and spin), eV: 0.853
Multiplicity: 2
<S²>: 0.781
LUMO (alpha / beta), eV: -1.09 / -0.97
Gap between HOMO and LUMO (alpha / beta), eV: 5.9 / 8.0

***

[2]
A structure of composition C20H11Cl4IrN4O4. Source: the Open Molecules 2025 dataset; level of theory: ωB97M-V with the def2-TZVPD basis set.

The geometry in XYZ format:
```
44
Properties=species:S:1:pos:R:3:forces:R:3
Ir 0.5075 0.0966 0.0496 -1.759 -2.006 -2.489
Cl -6.3584 -1.3367 -0.7247 -0.374 -0.301 -0.183
C -4.8521 -0.6353 -0.3114 0.199 1.093 0.643
C -3.6831 -1.2456 -0.7143 0.848 0.123 0.166
C -2.4462 -0.6811 -0.3647 -2.803 1.950 1.450
N -1.2599 -1.1849 -0.6744 4.548 -0.380 0.319
C -0.9950 -1.9142 -1.8260 -0.461 0.058 1.687
O -1.5405 -2.9468 -2.1633 0.159 0.687 -0.260
C -0.0080 -1.1678 -2.6219 1.037 0.446 -0.985
C 0.2634 -1.5622 -3.9336 -0.206 0.077 0.637
C 1.0785 -0.7807 -4.7195 0.355 0.720 0.321
C 1.6032 0.3918 -4.1630 -0.309 -0.597 -0.322
C 1.3041 0.7149 -2.8543 0.164 0.388 0.097
N 0.5140 -0.0296 -2.0807 -0.103 -1.008 0.073
C -2.4044 0.5665 0.3647 -2.231 -1.684 -1.328
C -3.6065 1.1539 0.7717 0.418 -0.088 -0.119
C -4.8107 0.5549 0.4485 0.222 -1.061 -0.632
Cl -6.2706 1.2769 0.9684 -0.451 0.372 0.233
N -1.1675 1.0511 0.5965 2.184 2.495 1.932
C -0.9677 1.9144 1.7231 -1.960 0.006 -3.019
O -1.6585 2.8916 1.9613 0.746 -0.674 0.600
C 0.0641 1.3564 2.5676 1.732 -0.794 1.468
C 0.2149 1.7415 3.9084 -0.351 0.044 -1.066
C 1.0454 1.0194 4.7273 0.653 -0.899 -0.268
C 1.7448 -0.0706 4.1823 -0.478 0.754 0.356
C 1.5809 -0.3799 2.8494 0.295 -0.373 -0.062
N 0.7649 0.3000 2.0475 -1.001 0.828 0.822
H -3.6848 -2.1749 -1.2642 -0.157 -0.026 0.016
H -0.1884 -2.4773 -4.2855 -0.041 -0.044 0.014
H 1.3118 -1.0557 -5.7363 0.005 -0.039 -0.083
H 2.2401 1.0385 -4.7428 0.066 0.119 -0.005
H 1.7140 1.6092 -2.4036 -0.007 -0.049 0.100
H -3.5790 2.0883 1.3157 -0.166 -0.106 -0.112
H -0.3612 2.5845 4.2539 -0.078 0.081 0.020
H 1.1549 1.2622 5.7722 0.011 0.084 0.091
H 2.3981 -0.6691 4.7933 0.096 -0.102 0.028
H 2.1108 -1.2129 2.4113 -0.009 -0.012 -0.153
Cl 5.1140 -1.5465 -1.2269 -0.018 0.079 -0.026
C 4.6400 -0.3314 -0.0391 -0.066 0.127 -0.059
Cl 5.0291 -0.8638 1.6090 0.072 0.006 0.104
C 3.1358 -0.0487 -0.0808 0.962 -0.588 -0.199
O 2.7750 1.1312 -0.0328 -1.218 0.675 0.384
O 2.3374 -1.0152 -0.1302 -0.417 -0.167 -0.212
H 5.1941 0.5882 -0.2279 -0.108 -0.214 0.018
```
Positions in Å, forces in eV/Å.

LUMO (alpha / beta), eV: -1.26 / -1.26
Gap between HOMO and LUMO (alpha / beta), eV: 5.6 / 5.6

***

Results for DFT total energy: -88441.2135 -87998.4970 (in eV, following the order of the records).